# 1
118
Properties=species:S:1:pos:R:3:forces:R:3:mulliken_charge:R:1 method="wB97M-V/def2-TZVPD" total_charge=0 energy_ev=-172390.55165 e_lumo_ev=-0.85 homo_ha=-0.2469
Br -2.5153 1.0698 2.6950 0.0 -0.1 -0.2 -0.125
S 1.9233 -1.8852 0.6748 0.1 0.2 0.3 -0.361
S 0.7697 1.6513 3.7711 0.0 0.0 -0.8 -0.348
Mg 0.2465 0.2810 0.5873 0.9 0.3 0.7 0.465
F 0.9094 0.8537 9.6053 0.0 0.0 0.1 -0.311
F -0.8850 2.5639 8.4930 -0.1 0.0 0.1 -0.306
F 2.6099 -0.1276 5.3458 0.1 -0.2 0.0 -0.386
F 2.6428 -0.5041 7.9983 0.1 0.0 0.1 -0.316
F -0.9730 2.9099 5.8359 -0.1 0.1 0.0 -0.314
O -1.1486 -0.8205 0.7356 -1.9 -0.8 0.3 0.578
N -1.6174 6.8546 -2.4478 0.0 0.0 0.0 -0.480
N 1.8364 -3.7834 2.5770 -0.2 0.3 0.1 0.207
N -0.4625 2.3110 0.1354 -0.1 0.4 0.1 0.300
N 0.4616 0.2420 -1.4686 0.3 0.0 -0.5 0.489
N 0.8425 -1.9790 3.2226 0.1 0.1 0.0 0.804
N 2.1741 1.0746 0.4036 0.5 0.4 -0.3 0.838
C -7.3198 -1.3563 -0.8045 0.0 0.0 0.1 -1.614
C 1.5287 2.1979 -5.9656 0.0 -0.1 0.0 -1.622
C 6.9012 1.1572 -1.3397 -0.1 0.0 0.1 -1.618
C 0.0067 4.6076 -0.3154 -0.1 0.1 -0.1 -0.842
C 7.0612 2.5921 0.6866 -0.1 0.0 -0.1 -2.177
C -1.1111 4.6910 -1.1404 0.1 -0.5 0.3 0.661
C -1.4030 5.8954 -1.8537 -0.1 0.3 -0.2 -0.231
C -5.3242 -1.2174 0.7108 -0.1 0.0 0.1 0.035
C 1.3503 -4.0143 3.8518 0.0 -0.2 0.1 -0.318
C 1.7493 0.3358 7.4605 0.0 0.0 0.0 0.036
C 2.3257 -0.1810 -6.0843 -0.1 0.0 0.0 -1.570
C -0.0778 2.0579 6.3372 0.3 -0.2 -0.2 0.038
C -0.3125 0.0287 -3.7104 0.1 0.1 0.0 -0.905
C 3.0384 1.3691 1.3716 0.2 0.0 0.1 -0.897
C -0.4720 -0.1066 -2.3431 -0.1 0.0 -0.1 -0.476
C 2.6029 1.1231 -0.8699 0.4 0.1 0.2 0.119
C -4.4966 -2.0935 0.0217 0.0 0.0 0.0 -1.063
C 6.2124 2.2791 -0.5471 0.1 0.0 -0.1 1.827
C 1.5224 -2.5207 2.1886 0.0 -0.3 0.0 0.014
C 1.7086 0.5250 6.0936 -0.3 0.3 -0.1 -0.244
C 0.8689 1.0172 8.2807 0.0 0.1 -0.2 0.573
C -3.3192 -0.1936 1.5134 0.4 0.1 0.2 0.006
C -2.4519 -1.0259 0.7621 -0.2 0.1 -0.1 0.247
C -3.1047 -2.0606 0.0349 0.1 0.1 0.0 -0.543
C -2.8701 -4.5421 -0.1233 0.0 0.0 -0.1 -1.988
C 1.1539 0.7337 -5.6919 0.1 0.0 -0.1 1.974
C -6.8403 -1.3830 0.6538 0.0 -0.1 0.0 1.892
C -2.4080 -3.2030 -0.7261 0.1 0.0 0.0 2.861
C 1.6192 0.7434 -1.9124 -0.1 0.0 -0.5 -0.305
C 6.1171 3.5478 -1.4100 0.0 -0.1 0.1 -1.557
C -0.0422 1.8875 7.7067 0.0 0.0 0.0 0.170
C 1.8519 0.8984 -3.2729 0.0 0.0 0.1 -0.486
C 0.7951 1.3844 5.4701 0.0 -0.1 0.6 0.558
C -0.0572 0.3676 -6.5516 0.1 0.0 0.1 -2.145
C 4.3436 1.7647 1.1279 0.0 0.0 -0.2 -0.982
C 4.8044 1.8384 -0.1796 0.0 0.0 0.1 0.144
C -4.6979 -0.2652 1.4993 0.1 -0.1 -0.1 -0.113
C 0.8797 0.5487 -4.2070 -0.1 0.0 0.1 0.246
C 0.7325 -2.8892 4.2511 0.0 0.1 0.1 -0.717
C 2.5484 -4.7123 1.7319 0.1 -0.1 -0.1 -0.810
C -1.5660 2.4155 -0.6070 -0.2 -0.1 0.1 -0.286
C -0.8818 -3.1963 -0.6405 -0.1 0.0 0.0 -2.114
C -1.9356 3.5730 -1.2599 0.1 0.2 -0.1 -0.946
C 3.9026 1.4868 -1.1819 -0.1 0.0 0.0 -0.276
C -2.8037 -3.1581 -2.2120 0.0 0.0 0.1 -1.881
C 0.2854 3.4020 0.3035 -0.1 0.0 0.1 -0.486
C -7.5743 -0.2761 1.4137 0.1 -0.1 0.0 -2.163
C -7.2092 -2.7318 1.2928 0.0 0.1 0.0 -1.562
H 2.6945 -5.6464 2.2678 0.0 0.0 0.1 0.331
H -2.1879 1.5285 -0.6649 0.0 0.0 0.0 0.406
H 0.5850 -0.9942 3.3005 0.0 0.0 -0.1 -0.261
H 0.2309 -2.6531 5.1717 0.0 0.0 0.0 0.532
H -0.4901 -4.0793 -1.1532 0.0 0.0 0.0 0.683
H 8.0498 2.9234 0.3682 0.0 0.0 0.0 0.447
H 6.3800 0.9408 -2.2726 0.0 0.0 0.0 0.316
H 6.9325 0.2407 -0.7485 0.0 0.0 0.0 0.360
H -2.6076 -4.5877 0.9351 0.0 0.0 0.0 0.390
H -2.8352 3.6141 -1.8567 0.0 -0.1 0.0 0.585
H 2.4546 2.4791 -5.4634 0.0 0.0 0.0 0.303
H -7.3411 -0.3009 2.4793 0.0 0.0 0.0 0.378
H -6.8613 -2.1496 -1.3954 0.0 0.0 0.0 0.301
H -2.5809 -2.1799 -2.6441 0.0 0.0 0.0 0.283
H -8.6511 -0.4155 1.3050 0.0 0.0 0.0 0.437
H 2.7906 1.3086 -3.6144 0.0 0.0 0.0 0.595
H -4.9665 -2.8748 -0.5625 0.0 0.0 0.0 0.157
H 0.1986 0.4938 -7.6037 0.0 0.0 0.0 0.450
H 7.1875 1.7075 1.3128 0.0 0.0 0.0 0.416
H -5.2582 0.4258 2.1122 0.0 0.0 0.0 0.495
H -6.7242 -3.5592 0.7737 0.0 0.0 0.0 0.310
H 1.1357 3.3056 0.9639 0.0 0.0 0.0 0.497
H -2.3810 -5.3722 -0.6386 0.0 0.0 0.0 0.485
H 1.9789 -4.8942 0.8202 0.0 0.0 0.0 0.265
H -8.2898 -2.8907 1.2611 0.0 0.0 0.0 0.449
H 5.5936 4.3388 -0.8703 0.0 0.0 0.0 0.367
H -3.8678 -3.3516 -2.3534 0.0 0.0 0.0 0.361
H 7.9242 1.4477 -1.5828 0.0 0.0 0.0 0.462
H 2.5389 -0.0724 -7.1487 0.0 0.0 0.0 0.448
H -3.9477 -4.6825 -0.2087 0.0 0.0 0.0 0.368
H -6.8855 -2.7508 2.3347 0.0 0.0 0.0 0.348
H 4.2286 1.4842 -2.2114 0.0 0.0 0.0 0.542
H 7.1183 3.9036 -1.6572 0.0 0.0 0.0 0.446
H -7.3208 0.7106 1.0214 0.0 0.0 0.0 0.411
H -0.9123 1.0101 -6.3344 0.0 0.0 0.0 0.406
H 3.2305 0.0656 -5.5280 0.0 0.0 0.0 0.336
H 5.5814 3.3622 -2.3418 0.0 0.0 0.0 0.322
H -0.3482 -0.6733 -6.4034 0.0 0.0 0.0 0.397
H 3.5123 -4.2902 1.4496 0.0 0.0 0.0 0.325
H -0.5512 -3.2268 0.3956 0.0 0.0 0.0 0.362
H 1.4950 -4.9517 4.3577 0.0 0.0 0.0 0.440
H -1.3866 -0.5108 -1.9222 0.0 0.0 0.0 -0.027
H 0.7392 2.8718 -5.6287 0.0 0.0 0.0 0.360
H -1.1184 -0.2647 -4.3661 0.0 0.0 0.0 0.584
H 2.6642 1.2994 2.3880 0.0 0.0 0.0 0.308
H 4.9777 2.0013 1.9688 0.0 0.0 0.0 0.568
H 2.0783 -1.2251 -5.8863 0.0 0.0 0.0 0.365
H -7.0729 -0.3991 -1.2676 0.0 0.0 0.0 0.349
H 1.6704 2.3440 -7.0372 0.0 0.0 0.0 0.467
H 6.6172 3.3885 1.2856 0.0 0.0 0.0 0.407
H 0.6456 5.4667 -0.1711 0.0 0.0 0.0 0.544
H -2.2482 -3.9155 -2.7700 0.0 0.0 0.0 0.482
H -8.4034 -1.4883 -0.8448 0.0 0.0 0.0 0.459
H -0.4420 -2.3157 -1.1000 0.1 -0.1 0.1 -0.017

# 2
18
Properties=species:S:1:pos:R:3:forces:R:3:nbo_charge:R:1 method="wB97M-V/def2-TZVPD" total_charge=0 energy_ev=-8899.46318 smiles="CNC(=O)C(C)C" e_lumo_ev=0.93 homo_ha=-0.3336
O 0.2525 -1.1241 0.7743 -1.2 -1.1 -0.1 -0.651
N -1.7062 -0.2501 0.2272 0.0 0.1 -0.1 -0.612
C 0.4751 0.8522 -0.4216 1.3 -0.8 0.8 -0.295
C 1.0923 0.6571 -1.8077 0.2 -0.3 0.0 -0.611
C -0.3515 -0.2490 0.1683 0.0 -0.9 0.3 0.647
C -2.3187 -1.2441 1.0892 -0.2 -0.1 0.0 -0.418
C 1.8621 0.5134 0.6580 -0.3 1.5 -0.8 -0.562
H -3.2451 -0.8526 1.5122 0.0 0.0 -0.1 0.194
H 0.4644 0.8348 -2.6909 -0.2 0.0 0.4 0.207
H -1.6088 -1.4558 1.8929 -0.3 0.0 -0.1 0.239
H -0.1456 1.8040 -0.4805 1.4 -0.6 1.0 0.216
H 1.9393 1.3516 -1.8816 -0.2 -0.2 -0.1 0.212
H -2.2703 0.2897 -0.4053 0.1 0.1 0.1 0.393
H 1.4865 -0.3573 -1.8539 0.1 0.0 -0.2 0.217
H 2.2589 -0.5141 0.9036 -1.3 1.0 -1.1 0.250
H -2.5162 -2.1870 0.5681 0.0 0.1 0.1 0.192
H 1.6793 0.9477 1.6430 0.1 0.4 -0.3 0.206
H 2.6520 0.9836 0.1046 0.6 0.9 0.2 0.176

# 3
13
Properties=species:S:1:pos:R:3:forces:R:3:nbo_charge:R:1 method="wB97M-V/def2-TZVPD" total_charge=0 energy_ev=-10640.39066 smiles="[H]/N=C/N=c1/[nH]cn[nH]1" e_lumo_ev=0.61 homo_ha=-0.3182
N 2.2011 0.9666 -0.0366 -2.0 -3.2 0.0 -0.251
N 1.3278 -1.0858 -0.2130 -0.2 -5.7 3.2 -0.561
N -1.0144 -0.7888 0.1612 0.9 1.0 -0.9 -0.580
N -3.2019 -0.0316 -0.3935 2.4 -1.1 0.9 -0.666
N 0.7424 0.9059 -0.0450 1.1 3.4 -0.1 -0.462
C -2.0943 0.1250 0.2548 0.1 1.1 -0.3 0.261
C 2.4209 -0.3455 -0.0332 2.9 3.6 -1.6 0.178
C 0.1983 -0.2991 -0.0032 -1.9 -2.0 0.0 0.549
H -1.7854 1.0302 0.9193 -1.0 -1.1 -0.8 0.112
H -3.9599 0.5976 -0.2187 0.1 0.8 0.4 0.348
H 0.2985 1.7015 -0.4610 -0.2 0.3 0.3 0.417
H 3.4635 -0.6908 -0.2417 -1.2 0.0 0.8 0.224
H 1.4034 -2.0852 0.3106 -0.8 2.9 -2.1 0.432

# 4
62
Properties=species:S:1:pos:R:3:forces:R:3:nbo_charge:R:1 method="wB97M-V/def2-TZVPD" total_charge=0 energy_ev=-42209.13541 smiles=CC(C)N1CCC(N2CCN(Cc3nc4ccccc4s3)C[C@@H]2CCO)CC1 e_lumo_ev=0.63 homo_ha=-0.2999
S -1.1423 -5.3163 0.1767 -0.2 0.4 -0.3 0.361
O 1.7314 0.4587 4.1348 -0.2 0.4 0.4 -0.744
N -0.0686 0.5095 2.0013 -0.1 0.2 0.1 -0.497
N 0.8703 3.3677 -1.0320 -0.1 -0.1 0.0 -0.458
N -1.5352 -1.9561 1.6744 0.0 0.0 0.0 -0.447
N -2.0773 -3.3202 -1.1800 -0.5 0.8 0.1 -0.453
C -0.9363 -4.9397 -4.2761 -0.1 0.1 -0.1 -0.214
C -1.5169 -3.9764 -3.4791 0.0 0.0 0.0 -0.218
C 0.5700 -0.7069 1.5151 0.2 -0.6 0.0 -0.034
C -0.4071 -1.6678 0.8103 0.3 0.3 -0.2 -0.241
C 1.3665 2.2894 1.0882 -0.3 0.3 0.1 -0.407
C 2.3107 -0.5711 3.3779 0.1 -0.3 -0.2 -0.053
C -0.3874 -6.3041 -2.3592 0.1 -0.1 -0.1 -0.218
C -0.3775 -6.0906 -3.7236 0.1 -0.2 0.1 -0.207
C 2.6099 4.5200 -2.3142 -0.3 -0.1 0.0 -0.613
C -0.5416 1.5282 -0.2971 -0.2 0.3 0.2 -0.423
C 0.5790 5.8130 -1.5789 0.0 -0.4 -0.1 -0.636
C 1.3354 3.6084 0.3188 0.2 -0.2 0.0 -0.222
C -1.3063 0.2266 2.7030 -0.3 -0.1 0.0 -0.219
C 1.2787 -1.4466 2.6636 0.2 0.5 0.0 -0.441
C -2.2494 -0.7291 1.9665 0.1 0.2 0.2 -0.233
C -1.5386 -4.1699 -2.1012 0.5 -0.9 0.0 0.162
C -1.9582 -3.7528 0.0153 0.3 -0.8 0.1 0.117
C -0.9689 -5.3411 -1.5523 -0.1 0.3 0.1 -0.233
C -0.0432 1.6883 1.1461 0.2 0.1 -0.3 -0.026
C -0.4912 2.8791 -1.0098 0.0 -0.2 -0.1 -0.211
C -2.4308 -3.0297 1.2236 -0.1 0.1 0.5 -0.270
C 1.1169 4.4356 -1.9911 0.2 0.2 -0.1 -0.025
H -1.5660 1.1530 -0.3147 0.0 -0.1 0.0 0.207
H -1.8242 1.1655 2.9091 0.1 0.0 0.0 0.205
H 0.0993 0.8299 -0.8362 0.0 -0.1 0.0 0.206
H 2.3418 4.0253 0.2793 0.0 0.1 0.1 0.207
H 2.0449 1.6073 0.5758 0.1 0.0 0.0 0.203
H 1.0648 0.8682 3.5574 0.0 -0.1 -0.1 0.487
H 0.6849 4.3205 0.8589 0.1 0.0 0.0 0.160
H 0.0440 -7.1939 -1.9281 0.1 -0.1 0.0 0.221
H -0.9131 -4.8031 -5.3467 0.0 0.0 -0.1 0.216
H 2.8909 -1.1763 4.0805 0.0 0.0 -0.1 0.178
H 0.5989 4.1284 -2.9085 0.0 0.0 0.1 0.190
H -1.9529 -3.0820 -3.8940 -0.1 0.1 -0.1 0.226
H -0.8374 2.7583 -2.0397 0.0 0.1 0.0 0.203
H 1.7890 -2.3173 2.2495 0.0 -0.1 0.0 0.208
H -2.5412 -3.7417 2.0507 -0.2 0.0 -0.1 0.206
H -3.0930 -0.9608 2.6211 0.0 0.1 0.0 0.203
H -1.0506 -0.2357 3.6620 -0.1 0.0 0.0 0.205
H 1.7432 2.4619 2.0971 0.0 0.0 0.1 0.217
H 2.7601 5.1208 -3.2076 0.1 0.1 -0.1 0.210
H 0.1254 -2.5987 0.6029 0.0 0.1 -0.1 0.208
H -0.4805 5.7563 -1.3392 -0.1 0.1 0.0 0.207
H 3.1670 4.9788 -1.5014 0.1 0.1 0.1 0.198
H -2.6403 -0.2584 1.0468 0.0 -0.1 0.0 0.163
H 1.3321 -0.4154 0.7860 0.0 0.0 0.0 0.207
H 3.0049 3.5233 -2.4900 0.1 -0.1 0.0 0.219
H 0.0705 -6.8284 -4.3719 0.0 -0.1 -0.1 0.216
H 1.1146 6.1925 -0.7120 0.0 0.1 0.1 0.204
H -3.4189 -2.6168 0.9828 0.1 -0.1 0.0 0.216
H -1.1788 3.5793 -0.4982 0.0 0.0 -0.1 0.155
H -0.6898 2.4250 1.6416 0.0 0.0 0.0 0.193
H 0.5391 -1.7993 3.3814 0.0 -0.1 0.1 0.217
H -0.7338 -1.2397 -0.1520 0.1 -0.1 0.1 0.184
H 3.0056 -0.1500 2.6330 0.0 -0.1 0.0 0.143
H 0.7074 6.5170 -2.3970 0.0 0.1 -0.1 0.214